Computed, not measured: an isolated molecule of C16H11ClN2O6S, with ωB97M-V/def2-TZVPD.

CARTESIAN COORDINATES (ANGSTROEM)
O  0.84  -0.69  2.43
C  0.47  0.05  3.41
O  1.16  0.03  4.59
C  -0.74  0.95  3.24
C  -1.03  1.97  4.15
C  -2.01  2.95  3.99
C  -2.67  3.10  2.80
C  -2.45  2.17  1.75
C  -1.62  0.96  2.04
N  -1.59  0.06  0.97
C  -1.66  -1.31  1.16
C  -1.23  -1.98  0.04
O  -1.10  -3.37  0.01
N  -0.85  -0.97  -0.87
S  -0.66  -1.14  -2.61
O  -1.02  -2.49  -3.02
O  -1.52  -0.22  -3.33
C  1.05  -0.89  -3.05
C  2.00  -0.96  -2.11
C  3.41  -0.70  -2.40
C  3.77  -0.41  -3.78
Cl  5.39  -0.14  -4.31
C  2.74  -0.47  -4.73
C  1.42  -0.73  -4.41
C  -1.01  0.29  -0.30
O  -0.57  1.34  -0.82
H  1.73  -0.78  4.48
H  -0.48  2.02  5.01
H  -2.20  3.72  4.73
H  -3.27  3.98  2.62
H  -3.05  2.22  0.77
H  -1.61  -1.82  2.08
H  -1.23  -3.78  -0.83
H  1.79  -1.03  -1.07
H  4.15  -0.74  -1.55
H  2.96  -0.35  -5.84
H  0.73  -0.86  -5.23

## Properties
energy relative to the best compared isomer or geometry (same formula, charge and spin): 1.988 eV
total charge: 0
electronic energy: -2035.565883 a.u.
strongest force on any atom: 0.0839 Eh/bohr
SMILES: O=C(O)c1ccccc1-n1cc(O)n(S(=O)(=O)c2ccc(Cl)cc2)c1=O
HOMO: -8.05 eV